Model i:
C10H13N3 | ωB97M-V/def2-TZVPD

Element x y z (Å)
C 2.38 -2.25 -2.09
C 3.30 -1.14 -2.20
N 2.83 0.09 -1.86
C 1.87 0.39 -0.95
C 1.00 -0.71 -0.72
N -0.36 -0.32 -0.19
C -0.78 -1.19 1.12
C -1.04 0.26 1.84
C -2.48 0.79 1.53
N -2.28 2.20 1.57
C -1.27 2.13 0.33
C -0.33 0.78 0.73
C 1.29 -1.95 -1.28
H 2.60 -3.27 -2.58
H 4.34 -1.45 -2.59
H 1.61 1.55 -1.01
H -1.92 -1.41 0.92
H 0.10 -1.93 1.53
H -0.78 0.55 2.99
H -2.70 0.46 0.34
H -3.39 0.24 2.23
H -3.00 2.84 1.37
H -1.61 1.91 -0.70
H -0.75 2.98 0.30
H 0.79 1.25 0.79
H 0.57 -2.80 -1.43

Output
SMILES string	c1cncc(N2C[C@@H]3CNC[C@@H]32)c1
HOMO	-8.4214	eV
multiplicity	1
gap between HOMO and LUMO	9.21	eV

---

Model ii:
C10H13N3 | ωB97M-V/def2-TZVPD

Element x y z (Å)
C -0.82 3.72 0.40
C -1.95 2.89 0.75
C -1.71 1.56 0.54
C -0.33 1.18 0.13
N -0.05 -0.19 0.07
C -0.83 -1.36 0.49
C 0.24 -2.53 0.42
C 1.55 -1.90 0.68
C 1.19 -0.71 -0.44
C 1.10 -1.76 -1.69
N 0.41 -2.86 -1.11
N 0.60 2.06 -0.14
C 0.40 3.40 0.12
H -0.97 4.82 0.54
H -2.91 3.42 0.79
H -2.43 0.72 0.73
H -1.20 -1.13 1.48
H -1.62 -1.64 -0.20
H -0.23 -3.25 1.10
H 2.02 -1.66 1.66
H 2.22 -2.52 0.29
H 2.04 -0.07 -0.68
H 2.04 -2.17 -1.98
H 0.44 -1.23 -2.42
H -0.47 -2.89 -1.57
H 1.26 4.10 0.05

Output
SMILES string	c1ccc(N2C[C@@H]3C[C@H]2CN3)nc1
HOMO	-7.8260	eV
multiplicity	1
gap between HOMO and LUMO	8.69	eV

---

Winner for stability: model ii